1.
{"formula": "C6H11P", "method": "ωB97M-V with the def2-TZVPD basis set", "energy_ev": -15681.304, "orbital_gap_ev": [6.926, 6.742], "lumo_ev": [-1.052, -1.106], "species": ["C", "C", "C", "C", "C", "C", "P", "H", "H", "H", "H", "H", "H", "H", "H", "H", "H", "H"], "positions_angstrom": [[0.32, -0.23, 0.18], [-1.30, 0.22, -0.12], [-0.78, -0.98, 0.67], [-0.17, 1.09, 0.43], [-1.03, -2.37, 0.09], [0.39, 2.22, -0.36], [3.95, 0.10, -0.55], [-1.19, -0.04, -1.16], [-2.23, 0.64, 0.20], [-1.15, -0.93, 1.67], [-0.58, 1.43, 1.39], [-0.80, -3.02, 0.92], [-0.42, -2.76, -0.67], [-2.17, -2.55, -0.26], [1.54, 2.25, -0.25], [-0.20, 3.18, -0.18], [0.22, 2.02, -1.41], [4.56, 1.37, -0.73]]}

***

2.
{"formula": "C6H11P", "method": "ωB97M-V with the def2-TZVPD basis set", "energy_ev": -15683.965, "multiplicity": 3, "s_squared": 2.0351, "orbital_gap_ev": [8.232, 8.371], "lumo_ev": [1.054, -0.952], "species": ["C", "C", "C", "C", "C", "C", "P", "H", "H", "H", "H", "H", "H", "H", "H", "H", "H", "H"], "positions_angstrom": [[0.27, -0.57, -0.34], [0.04, -0.44, 0.91], [1.38, 0.64, -2.18], [-2.34, 0.37, 1.25], [1.14, -0.73, -1.47], [-1.16, -0.53, 1.65], [1.55, 0.44, 2.06], [2.35, 0.70, 0.83], [0.54, 1.23, -2.33], [1.74, 0.45, -3.18], [1.97, 1.15, -1.54], [-2.07, 1.37, 1.47], [-3.21, 0.01, 1.78], [-2.55, 0.40, 0.18], [2.02, -1.16, -1.20], [0.75, -1.34, -2.28], [-1.54, -1.57, 1.61], [-0.89, -0.44, 2.78]]}